The following is a quantum chemistry calculation of an isolated molecule of C2H3FO in a non-equilibrium geometry, from the Open Molecules 2025 dataset.

```
! wB97M-V def2-TZVPD RIJCOSX def2/J DEFGRID3
* xyz 0 1
C -0.82330 -0.15068 0.07690
C 0.67496 0.00340 0.02532
O -1.59116 -0.75013 0.78510
F -1.38859 0.65895 -0.87793
H 1.03304 -0.36130 -0.84598
H 0.81863 1.10126 -0.00146
H 1.27642 -0.50151 0.83805
*
```

Output
HOMO energy in eV: -11.47
ΔE to the lowest compared entry with this formula, charge and spin in eV: 0.306
F_max in eV/Å: 3.59
Orbital gap in eV: 12.3
DFT total energy in Ha: -253.115969
SMILES: CC(=O)F